(1)
DFT (ωB97M-V with the def2-TZVPD basis set) results for the molecule C22H29N5O3S.

LUMO = 0.0126 Ha
Highest occupied orbital energy = -8.09 eV
ΔE to the lowest compared entry with this formula, charge and spin = 276.9 kJ/mol
Frontier orbital gap = 8.44 eV
Net charge = 0

The geometry in XYZ format:
```
60
Properties=species:S:1:pos:R:3:forces:R:3:lowdin_charge:R:1
C 8.339034 -4.986571 2.720966 0.1 -0.1 0.3 -0.02
C 7.304860 -4.364198 3.633131 0.3 -0.2 0.0 -0.42
O 7.395762 -4.457873 4.840624 0.0 0.0 -0.1 0.07
C 6.189601 -3.643993 2.993710 -0.5 0.3 0.0 -0.18
C 6.027053 -3.522661 1.612935 0.1 -0.1 0.4 -0.03
C 4.958095 -2.838527 1.080324 -0.2 0.1 -0.2 -0.02
C 3.995761 -2.233823 1.904510 0.2 -0.1 0.0 -0.22
C 4.163201 -2.354167 3.293721 -0.1 0.0 0.0 -0.01
C 5.230558 -3.042781 3.815139 0.2 -0.1 -0.1 -0.01
H 5.356141 -3.126695 4.884339 0.0 0.0 0.1 0.12
H 3.463418 -1.885115 3.966583 -0.1 0.1 0.1 0.10
N 2.935406 -1.546047 1.381675 -0.1 0.1 -0.1 -0.09
C 2.883998 -1.149017 -0.005204 0.0 0.0 -0.2 -0.14
H 2.473629 -1.948397 -0.640033 0.1 0.1 0.0 0.13
C 2.037284 0.111716 -0.172843 0.2 0.1 -0.1 -0.13
N 0.688953 -0.123123 0.291406 0.2 -0.1 0.0 -0.07
C -0.331445 0.729259 0.043317 -0.4 0.2 -0.1 -0.28
N -1.519936 0.390109 0.565903 0.1 -0.1 0.1 0.13
C -2.564549 1.159368 0.336805 -0.2 0.1 0.0 -0.12
C -2.503720 2.305870 -0.430913 -0.6 0.5 -0.2 -0.27
C -1.278155 2.682925 -0.967309 0.0 -0.1 0.1 -0.05
C -0.172163 1.901946 -0.728014 0.0 0.0 0.0 0.01
H 0.790917 2.192165 -1.112138 0.1 0.0 0.0 0.10
H -1.218185 3.594892 -1.540860 0.1 0.1 -0.1 0.12
S -3.971510 3.244040 -0.801081 0.0 -0.1 -0.1 0.66
O -4.924667 3.058345 0.251683 0.1 -0.4 0.0 -0.28
O -3.587126 4.574555 -1.170985 0.3 -0.2 -0.2 -0.28
N -4.601470 2.520964 -2.165230 0.1 0.6 0.8 -0.24
C -3.811009 2.649103 -3.364115 0.3 0.3 -0.6 -0.19
C -4.674378 2.275141 -4.565428 0.2 0.0 0.2 -0.18
N -5.164686 0.916940 -4.406660 0.0 0.1 0.0 -0.23
C -5.898713 0.473946 -5.572434 0.1 0.0 0.0 -0.10
H -6.207615 -0.559699 -5.425213 0.0 0.0 -0.1 0.08
H -5.245495 0.521672 -6.442373 0.0 0.0 -0.1 0.08
H -6.793597 1.083608 -5.770535 0.0 0.0 0.0 0.09
C -5.966098 0.818760 -3.198652 0.2 0.0 0.2 -0.18
C -5.112084 1.184117 -1.988045 -0.4 -0.5 0.2 -0.19
H -5.705786 1.182063 -1.074138 0.0 -0.2 -0.1 0.12
H -4.288708 0.457921 -1.894565 -0.1 0.0 0.0 0.13
H -6.319316 -0.209836 -3.097645 0.0 0.1 0.0 0.12
H -6.839426 1.492496 -3.237520 0.0 0.0 0.0 0.13
H -4.073014 2.324371 -5.476059 0.0 0.1 0.0 0.12
H -5.504449 2.997836 -4.648273 0.0 0.0 0.0 0.13
H -3.481023 3.686059 -3.426254 0.0 -0.1 -0.2 0.12
H -2.933729 1.982926 -3.329761 0.0 0.0 0.0 0.13
H -3.495248 0.857814 0.796219 -0.1 0.0 0.0 0.12
C 0.529586 -1.212073 1.229652 0.0 -0.2 0.4 -0.13
H -0.383493 -1.031732 1.797758 0.2 -0.1 0.0 0.11
H 0.419633 -2.162446 0.693898 -0.1 0.0 0.1 0.13
C 1.740828 -1.279185 2.155041 -0.2 0.1 0.1 -0.13
H 1.587919 -2.084621 2.877674 0.0 0.1 0.0 0.13
H 1.829932 -0.331032 2.704531 -0.1 -0.1 0.1 0.14
H 2.502619 0.937110 0.384759 0.0 0.0 -0.1 0.14
H 2.022519 0.377969 -1.234069 0.1 0.0 0.1 0.12
H 3.895931 -0.923613 -0.350664 -0.1 0.0 0.0 0.12
H 4.857569 -2.794592 0.007245 0.0 0.0 -0.1 0.10
H 6.734317 -3.976120 0.935916 0.1 -0.1 -0.1 0.11
H 9.100105 -5.472819 3.325811 0.0 0.0 0.0 0.08
H 8.804936 -4.221894 2.103495 0.0 0.0 -0.1 0.08
H 7.871185 -5.724338 2.072769 0.0 0.0 -0.1 0.08
```
Forces are in eV/Å.



(2)
DFT (ωB97M-V with the def2-TZVPD basis set) results for a structure of composition C15H37NO9Sr at a distorted geometry.

LUMO = -0.0606 Ha
Highest occupied orbital energy = -8.20 eV
Frontier orbital gap = 6.55 eV
Net charge = 0

The geometry in XYZ format:
```
63
Properties=species:S:1:pos:R:3:forces:R:3:lowdin_charge:R:1
Sr -4.495008 4.569203 1.661208 3.0 -0.2 0.2 1.71
C -0.385218 5.227343 2.207558 0.7 -1.7 0.2 -0.02
C -1.281838 6.384843 1.914658 1.3 0.3 0.6 -0.82
O -0.858588 7.508163 1.957598 1.5 2.1 0.0 0.03
O -2.491108 6.154893 1.701848 -4.4 -2.4 -0.8 -0.22
H -0.935848 4.453843 2.742898 -0.1 0.0 0.1 0.06
H 0.536342 5.414323 2.758788 -0.3 0.7 0.2 0.08
H -0.004068 4.727373 1.317128 -0.3 0.1 -0.5 0.07
C -1.604568 0.970583 1.862138 1.6 -0.4 0.2 0.02
C -2.420728 2.176313 1.776338 -3.5 0.3 2.2 -0.71
O -2.904998 2.494713 0.696158 -0.5 1.5 -3.7 -0.11
O -2.979538 2.722793 2.801798 1.2 -0.3 0.3 -0.18
H -1.286508 0.606583 0.885188 -0.2 0.2 0.0 0.08
H -2.195058 0.190803 2.343148 0.2 0.1 0.2 0.10
H -0.704618 1.237123 2.416358 0.0 -0.5 0.4 0.10
C -2.891858 -0.031007 5.235238 -0.3 -0.3 0.9 -0.16
O -3.747038 1.125943 5.095698 1.2 -1.3 0.1 -0.13
H -2.851718 -0.342167 6.279108 -0.3 0.1 0.1 0.07
H -3.231538 -0.903387 4.676948 -0.3 0.1 -0.3 0.07
H -1.838308 0.106803 4.992048 0.0 0.6 -0.4 0.07
H -3.307018 1.580773 4.373818 -0.3 0.9 -0.5 0.00
C -0.871288 2.520413 -2.258732 -0.3 0.6 1.1 -0.12
O -2.298358 2.274153 -2.234812 1.2 -0.2 -0.5 -0.14
H -0.318418 2.220803 -3.149042 -0.6 -0.1 -0.1 0.08
H -0.733888 3.575833 -2.023522 0.3 0.3 -0.6 0.08
H -0.438218 2.059863 -1.370792 0.3 -0.6 -0.2 0.06
H -2.399988 2.287563 -1.280302 -0.8 0.0 0.4 0.01
O -4.145148 5.182523 4.042538 -0.6 0.0 0.0 -0.14
H -3.739598 6.003563 4.321208 0.5 0.4 -0.2 0.07
H -4.667068 4.905013 4.795408 -0.1 -0.3 0.4 0.07
O -4.404998 0.751603 -0.953452 -0.7 -0.4 0.0 -0.06
H -3.960768 1.401733 -0.409182 0.3 0.1 0.3 -0.04
H -3.965008 0.807753 -1.801682 0.2 0.1 -0.3 0.02
C 2.650092 -2.955667 0.314008 -0.3 -0.4 0.0 -0.04
C 2.184492 -2.205367 -0.939752 1.3 2.0 0.6 -0.52
C 3.440582 -1.462237 -1.515702 0.1 -1.2 -0.8 -0.11
C 4.295512 -2.287947 -2.522622 0.2 -0.5 1.8 -0.18
C 3.516512 -3.161027 -3.479122 -0.9 1.5 0.7 -0.15
C 2.286812 -3.898647 -2.870782 -0.4 0.5 1.1 -0.46
N 1.485092 -2.942247 -1.969342 2.2 0.3 -3.2 -0.12
O 0.290572 -3.511547 -1.624402 -0.8 -1.1 1.3 -0.01
C 1.514872 -4.332547 -4.109852 -0.8 -0.6 0.0 -0.06
C 2.745612 -5.156517 -2.084832 1.0 0.8 -0.6 -0.02
C 1.276192 -1.050087 -0.477022 -1.3 -1.0 -0.5 -0.05
H 2.860822 -2.303267 1.161398 -0.7 0.4 0.0 0.08
H 3.627972 -3.430677 0.235198 -0.3 -0.6 -0.5 0.07
H 1.822372 -3.632337 0.526378 0.4 -0.4 0.6 0.09
H 3.141302 -0.490527 -1.908532 0.1 -0.1 -0.2 0.11
H 4.117602 -1.333377 -0.671232 -0.2 0.6 0.1 0.11
H 4.901712 -2.957317 -1.912232 0.1 -0.2 0.3 0.10
H 5.067832 -1.639537 -2.936362 -0.3 0.1 -0.7 0.11
H 4.171252 -3.874697 -3.979212 -0.2 0.1 -0.2 0.12
H 3.051042 -2.431967 -4.142362 0.1 -0.3 -0.8 0.12
H 0.697002 -5.018187 -3.888332 0.2 -0.3 0.2 0.08
H 1.033982 -3.602737 -4.761172 0.4 0.7 0.4 0.08
H 2.258352 -4.834787 -4.728812 -0.2 -0.3 -0.1 0.08
H 2.006852 -5.802697 -1.610692 -0.2 0.4 -0.2 0.09
H 3.356612 -5.720827 -2.789342 -0.2 -0.5 0.0 0.08
H 3.477922 -4.802077 -1.359442 -0.2 -0.2 0.3 0.06
H 1.001772 -0.407487 -1.313592 0.6 0.4 0.0 0.08
H 1.639952 -0.512597 0.398688 0.0 0.0 -0.2 0.09
H 0.310972 -1.520337 -0.289082 -0.1 0.1 0.8 0.07
H -0.410088 -3.087407 -2.125172 0.1 0.3 -0.2 0.11
```
Forces are in eV/Å.



Q: Look up the frontier orbital gap of the second one.
A: 6.55 eV